DFT (ωB97M-V/def2-TZVPD) results for a molecular structure, C13H23F5NOPPdTe at a distorted geometry.

As for the spin multiplicity: 3. The relative energy (zero: lowest compared OMol25 entry of this formula, charge and spin) comes out at 250.37 kJ/mol. For the HOMO-LUMO gap (spin up / spin down), the calculation gives 6.338 / 5.954 eV. Its expectation value of S² is 2.007.

Last column: Löwdin spin population.
Element x y z (Å)
C -2.459 0.392 -3.035  -0.01
C -2.186 -0.802 -2.380  0.01
C -1.511 -0.841 -1.138  0.04
C -1.182 0.408 -0.565  0.25
C -1.374 1.595 -1.252  0.04
C -2.024 1.591 -2.488  0.01
C -1.406 -2.183 -0.457  0.01
C -0.127 -3.115 -0.440  0.00
N 1.199 -2.614 -0.628  0.00
Pd -0.581 0.737 1.374  0.96
C -0.856 2.886 -0.680  0.03
P 0.739 2.543 0.111  0.19
H -2.530 -1.737 -2.822  0.00
H -2.163 2.531 -3.020  0.00
H -3.006 0.396 -3.979  0.00
H -1.500 3.308 0.106  0.01
H -0.666 3.641 -1.451  0.00
H -1.667 -2.043 0.601  0.00
H -2.174 -2.835 -0.913  0.00
H -0.108 -3.596 0.552  0.00
C 1.511 3.989 0.814  0.03
C 1.854 2.023 -1.202  0.05
H -0.277 -3.912 -1.191  0.00
C 1.564 -1.895 -1.808  0.00
C 2.110 -2.581 0.492  0.00
H -0.195 2.290 1.612  0.18
H 2.036 -2.558 -2.555  0.00
H 0.677 -1.436 -2.264  0.00
H 2.302 -1.117 -1.545  0.00
H 2.680 -3.530 0.580  0.00
H 2.842 -1.768 0.345  0.00
H 1.561 -2.424 1.442  0.00
H 2.148 2.911 -1.781  0.01
H 2.751 1.556 -0.771  0.00
H 1.381 1.305 -1.878  0.00
H 1.653 4.737 0.020  0.00
H 0.882 4.405 1.607  0.01
H 2.483 3.713 1.248  0.00
H 0.959 1.355 1.045  0.07
F 0.310 0.446 3.847  0.03
Te -0.782 -1.113 4.030  0.01
F -2.213 0.126 3.804  0.01
F -0.823 -0.785 5.906  0.00
F 0.811 -2.128 4.284  0.01
F -1.997 -2.566 4.230  0.01
O -0.646 -1.305 2.193  0.05